(1)
C22H29NO4 | ωB97M-V with the def2-TZVPD basis set

Last column: Mulliken charge in e.
Element x y z (Å)
C (9.398, 1.930, -0.250)  -0.74
C (8.711, 1.993, 0.873)  -0.48
C (7.327, 1.450, 1.066)  -0.28
O (6.865, 0.856, -0.127)  -0.27
C (5.631, 0.307, -0.157)  0.73
C (5.249, -0.266, -1.376)  -0.49
C (4.015, -0.851, -1.516)  -0.81
C (3.105, -0.893, -0.451)  1.01
C (1.821, -1.520, -0.650)  0.03
C (0.823, -1.647, 0.239)  -0.97
C (-0.419, -2.322, -0.137)  0.60
O (-0.667, -2.809, -1.213)  -0.63
O (-1.288, -2.332, 0.905)  -0.39
C (-2.545, -2.952, 0.695)  -0.54
C (-3.687, -1.961, 0.440)  0.57
O (-4.823, -2.353, 0.280)  -0.70
N (-3.317, -0.672, 0.419)  -0.12
C (-4.237, 0.418, 0.147)  0.16
C (-4.325, 1.350, 1.366)  -0.86
C (-5.753, 1.748, 1.744)  -0.86
C (-6.494, 2.672, 0.775)  -0.73
C (-6.846, 2.037, -0.576)  -0.63
C (-5.929, 2.430, -1.740)  -0.84
C (-4.428, 2.456, -1.457)  -0.67
C (-3.781, 1.109, -1.145)  -1.02
C (3.497, -0.319, 0.760)  -0.90
C (4.735, 0.271, 0.912)  -0.42
H (10.391, 2.338, -0.329)  0.29
H (8.988, 1.465, -1.129)  0.23
H (9.119, 2.459, 1.761)  0.34
H (7.342, 0.709, 1.881)  0.37
H (6.658, 2.272, 1.368)  0.37
H (5.949, -0.234, -2.195)  0.42
H (3.737, -1.289, -2.464)  0.34
H (1.646, -1.937, -1.635)  0.38
H (0.869, -1.280, 1.252)  0.36
H (-2.780, -3.532, 1.591)  0.31
H (-2.488, -3.626, -0.168)  0.33
H (-2.347, -0.443, 0.575)  0.29
H (-5.198, -0.077, -0.005)  0.35
H (-3.714, 2.241, 1.211)  0.37
H (-3.903, 0.817, 2.222)  0.37
H (-6.341, 0.836, 1.877)  0.38
H (-5.710, 2.250, 2.715)  0.39
H (-5.919, 3.587, 0.621)  0.39
H (-7.422, 2.966, 1.272)  0.32
H (-6.876, 0.954, -0.469)  0.40
H (-7.857, 2.345, -0.857)  0.40
H (-6.208, 3.435, -2.068)  0.35
H (-6.122, 1.751, -2.574)  0.33
H (-3.935, 2.851, -2.350)  0.40
H (-4.222, 3.158, -0.650)  0.27
H (-2.700, 1.270, -1.073)  0.40
H (-3.953, 0.423, -1.978)  0.37
H (2.825, -0.335, 1.604)  0.29
H (4.995, 0.701, 1.866)  0.40

LUMO energy = -0.1 eV
SMILES = C=CCOc1ccc(/C=C/C(=O)OCC(=O)NC2CCCCCCC2)cc1
Calculated total energy = -1211.42158 a.u.
Multiplicity = 1


(2)
C35H82FN8O | ωB97M-V with the def2-TZVPD basis set

Last column: Mulliken charge in e.
Element x y z (Å)
C (-3.184, 0.137, 1.092)  0.09
C (-2.804, -0.721, 1.809)  -0.63
N (-2.534, -1.703, 2.755)  0.16
C (-1.599, -1.266, 3.852)  0.21
C (-1.988, 0.037, 4.528)  -0.72
C (-0.778, 0.554, 5.341)  -0.74
C (0.259, 1.160, 4.411)  -0.38
F (-0.312, 2.194, 3.714)  -0.20
C (-1.627, -2.424, 4.858)  -1.03
O (-0.921, -3.514, 4.305)  -0.42
C (-1.641, -3.985, 3.194)  -1.38
C (-1.864, -2.913, 2.098)  0.61
C (-2.699, -3.557, 0.979)  -2.10
C (-2.216, -3.309, -0.486)  1.64
N (-2.986, -2.204, -1.073)  -0.57
N (-2.584, -4.501, -1.288)  -0.83
N (-0.775, -3.188, -0.589)  -0.66
H (-3.480, 0.929, 0.466)  0.60
H (-3.395, -2.053, 3.184)  0.59
H (-0.586, -1.214, 3.472)  0.16
H (-2.227, 0.839, 3.834)  0.41
H (-2.824, -0.071, 5.219)  0.41
H (-0.302, -0.235, 5.915)  0.32
H (-1.076, 1.362, 5.999)  0.42
H (1.097, 1.565, 4.968)  0.34
H (0.660, 0.448, 3.689)  0.25
H (-2.673, -2.753, 4.981)  0.40
H (-1.276, -2.139, 5.839)  0.47
H (-1.057, -4.759, 2.710)  0.47
H (-2.613, -4.410, 3.472)  0.52
H (-0.874, -2.589, 1.796)  0.46
H (-2.785, -4.619, 1.187)  0.56
H (-3.710, -3.158, 1.061)  0.43
H (-3.246, -2.484, -2.010)  0.33
H (-2.417, -1.366, -1.121)  0.05
H (-3.400, -4.925, -0.861)  0.29
H (-1.831, -5.159, -1.098)  0.14
H (-0.518, -3.096, -1.567)  0.37
H (-0.530, -2.284, -0.193)  -0.02
C (-1.696, 0.929, -4.566)  -1.42
C (-0.955, 1.409, -3.328)  -0.36
N (-0.391, 0.331, -2.533)  0.62
C (0.086, 0.767, -1.232)  -0.03
C (1.259, 1.748, -1.170)  -1.30
C (0.483, -0.590, -3.246)  -0.67
C (1.723, -0.014, -3.937)  -1.26
H (-2.486, 0.223, -4.303)  0.26
H (-2.159, 1.779, -5.069)  0.44
H (-1.030, 0.452, -5.286)  0.31
H (-1.671, 1.953, -2.704)  0.37
H (-0.193, 2.140, -3.633)  0.28
H (0.338, -0.118, -0.636)  0.03
H (-0.762, 1.228, -0.710)  0.05
H (2.209, 1.261, -1.384)  0.25
H (1.334, 2.158, -0.159)  0.46
H (1.135, 2.588, -1.854)  0.27
H (-0.116, -1.109, -3.999)  0.55
H (0.794, -1.382, -2.557)  0.13
H (1.509, 0.912, -4.472)  0.27
H (2.100, -0.732, -4.668)  0.41
H (2.533, 0.172, -3.233)  0.32
C (6.132, 7.362, -0.175)  -1.40
C (5.547, 6.467, 0.907)  -0.41
N (4.269, 5.878, 0.546)  0.42
C (3.594, 5.242, 1.663)  0.13
C (4.256, 4.016, 2.305)  -1.30
C (4.245, 5.138, -0.704)  -0.52
C (5.200, 3.947, -0.857)  -1.15
H (5.433, 8.153, -0.449)  0.31
H (7.045, 7.832, 0.192)  0.44
H (6.395, 6.803, -1.074)  0.30
H (5.397, 7.081, 1.799)  0.44
H (6.293, 5.705, 1.178)  0.30
H (2.582, 4.972, 1.353)  -0.54
H (3.458, 5.997, 2.445)  0.54
H (4.148, 3.126, 1.686)  0.25
H (3.771, 3.798, 3.260)  0.43
H (5.315, 4.174, 2.507)  0.31
H (4.446, 5.841, -1.517)  0.48
H (3.221, 4.799, -0.889)  0.10
H (6.200, 4.165, -0.482)  0.29
H (5.298, 3.691, -1.914)  0.41
H (4.827, 3.058, -0.350)  0.21
C (-0.310, 4.636, 1.301)  -0.47
C (-1.439, 5.610, 1.005)  -0.74
N (-1.085, 6.989, 1.266)  0.15
C (-2.224, 7.891, 1.231)  -0.68
C (-2.960, 8.074, -0.102)  -0.97
C (0.121, 7.464, 0.602)  -0.33
C (0.174, 7.397, -0.929)  -1.06
H (0.035, 4.735, 2.331)  0.31
H (-0.659, 3.610, 1.162)  0.26
H (0.540, 4.781, 0.633)  -0.27
H (-2.286, 5.345, 1.646)  0.50
H (-1.777, 5.454, -0.032)  0.22
H (-1.907, 8.871, 1.596)  0.36
H (-2.949, 7.535, 1.971)  0.42
H (-2.399, 8.700, -0.793)  0.23
H (-3.915, 8.573, 0.074)  0.40
H (-3.176, 7.123, -0.591)  0.26
H (0.971, 6.898, 0.995)  0.03
H (0.312, 8.491, 0.922)  0.37
H (-0.214, 6.455, -1.319)  0.20
H (1.211, 7.484, -1.261)  0.40
H (-0.376, 8.215, -1.392)  0.36
C (0.208, -7.437, -2.701)  -1.50
C (-0.217, -8.492, -1.690)  -0.42
N (-1.445, -9.176, -2.046)  0.15
C (-1.981, -9.990, -0.968)  -0.65
C (-1.158, -11.192, -0.491)  -0.98
C (-1.467, -9.786, -3.367)  -0.72
C (-0.402, -10.842, -3.688)  -0.96
H (-0.585, -6.702, -2.859)  0.34
H (1.089, -6.908, -2.333)  0.42
H (0.473, -7.871, -3.665)  0.37
H (-0.375, -7.988, -0.731)  0.43
H (0.620, -9.191, -1.538)  0.28
H (-2.979, -10.336, -1.252)  0.37
H (-2.144, -9.331, -0.107)  0.35
H (-1.213, -12.024, -1.191)  0.22
H (-1.556, -11.553, 0.460)  0.40
H (-0.110, -10.940, -0.330)  0.28
H (-1.390, -8.988, -4.110)  0.37
H (-2.458, -10.215, -3.536)  0.36
H (0.590, -10.553, -3.341)  0.25
H (-0.340, -10.981, -4.769)  0.37
H (-0.648, -11.812, -3.261)  0.28

LUMO energy = -2.6 eV
Charge = +1
Calculated total energy = -1995.51421 a.u.
Multiplicity = 1


(3)
C5H11NO | ωB97M-V with the def2-TZVPD basis set

Last column: Mulliken spin population.
Element x y z (Å)
C (-1.966, -1.490, 1.495)  -0.02
N (-2.017, -0.291, 0.683)  0.09
C (-0.913, 0.570, 0.420)  0.49
C (0.313, 0.143, 0.964)  -0.06
C (1.596, 0.786, 1.028)  0.11
C (2.758, 0.078, 1.320)  0.38
H (-2.988, -1.882, 1.495)  0.00
H (-1.434, -2.289, 0.931)  0.01
H (-1.511, -1.343, 2.473)  0.01
H (-2.900, -0.275, 0.225)  -0.02
H (-1.031, 1.481, -0.144)  0.03
H (0.465, -0.937, 0.999)  -0.03
H (1.678, 1.873, 0.960)  -0.05
H (3.658, 0.579, 1.666)  0.00
H (2.894, -0.876, 0.809)  0.05
H (1.216, 0.772, -4.970)  0.00
H (0.514, 0.532, -3.633)  -0.01
O (0.399, 0.394, -4.597)  0.02

LUMO energy (spin up / spin down) = 3.5 / 3.4 eV
Charge = -1
Calculated total energy = -326.98140 a.u.
Multiplicity = 2
<S²> = 0.782


> calculated total energy of number 3 (C5H11NO)?

-326.98140 a.u.


> The highest calculated total energy belongs to which entry?

C5H11NO


> calculated total energy of number 2 (C35H82FN8O)?

-1995.51421 a.u.